[1]
Below is 5 unconnected molecules or ions with the total composition C15H15F5O15 at a distorted geometry, with properties calculated with ωB97M-V/def2-TZVPD.

The geometry in ORCA input format:
```
! wB97M-V def2-TZVPD RIJCOSX def2/J DEFGRID3
* xyz 0 1
O -16.106 11.997 4.148
C -15.158 12.556 3.603
O -14.287 11.899 2.801
C -13.324 12.842 2.366
C -13.489 14.087 3.205
F -13.516 15.114 2.280
O -14.743 13.860 3.831
H -12.282 12.529 2.289
H -13.671 13.085 1.362
H -12.753 14.345 3.966
O -10.393 18.194 -0.884
C -11.207 18.776 -0.171
O -12.315 19.430 -0.529
C -12.801 20.147 0.516
C -11.931 19.870 1.694
F -12.659 19.414 2.704
O -11.095 18.884 1.188
H -12.862 21.220 0.334
H -13.809 19.798 0.741
H -11.319 20.697 2.053
O -14.693 16.196 -0.128
C -14.060 16.870 -0.904
O -12.725 16.835 -1.048
C -12.340 17.721 -2.075
C -13.595 18.592 -2.285
F -13.686 18.666 -3.656
O -14.597 17.798 -1.710
H -11.409 18.163 -1.719
H -12.127 17.155 -2.982
H -13.575 19.614 -1.908
O -15.806 19.142 2.554
C -14.796 18.477 2.423
O -14.036 18.413 1.304
C -13.253 17.277 1.295
C -13.104 16.993 2.741
F -12.154 17.774 3.250
O -14.323 17.518 3.211
H -13.812 16.433 0.893
H -12.282 17.470 0.839
H -12.882 15.951 2.974
O -13.507 20.624 5.838
C -14.183 19.582 5.666
O -13.745 18.410 5.149
C -14.785 17.441 5.469
C -16.004 18.392 5.337
F -17.131 17.929 5.995
O -15.492 19.512 5.887
H -14.693 16.587 4.798
H -14.841 17.054 6.487
H -16.267 18.596 4.299
*
```

The value obtained for the HOMO-LUMO gap is 10.26 eV. The calculation puts the max |F| at 9.234 eV Å⁻¹. As for the SMILES: O=C1OC[C@@H](F)O1.O=C1OC[C@@H](F)O1.O=C1OC[C@@H](F)O1.O=C1OC[C@@H](F)O1.O=C1OC[C@@H](F)O1. The molecular weight comes out at 530.26 g/mol.

***

[2]
Below is a molecular structure, C4H11ClIrO8SSi, with properties calculated with ωB97M-V/def2-TZVPD.

The geometry in ORCA input format:
```
! wB97M-V def2-TZVPD RIJCOSX def2/J DEFGRID3
* xyz -1 5
Ir -0.412 1.220 1.033
O 2.377 2.481 3.446
S 1.703 1.409 2.774
O 2.170 0.070 3.038
O 1.663 1.650 1.240
O 0.166 1.478 3.032
O -3.438 3.412 -0.835
Cl -2.616 3.082 0.281
O -2.760 4.010 1.354
O -2.875 1.717 0.749
O -1.182 3.053 -0.146
C 0.234 -3.230 -1.039
Si 0.296 -1.362 -0.898
C -0.664 -0.624 -2.325
C 2.076 -0.821 -0.921
C -0.535 -0.845 0.693
H 0.683 -3.556 -1.982
H -0.794 -3.602 -1.007
H 0.788 -3.698 -0.222
H -0.199 -0.834 -3.291
H -0.731 0.462 -2.210
H -1.684 -1.017 -2.343
H 2.597 -1.153 -1.822
H 2.594 -1.220 -0.045
H 2.148 0.267 -0.851
H -0.011 -1.231 1.576
H -1.593 -1.119 0.721
*
```

The value obtained for the HOMO-LUMO gap (alpha / beta) is 8.28 / 7.90 eV. As for the expectation value of S²: 6.0081. The calculation puts the max |F| at 0.393 eV Å⁻¹. The molecular weight comes out at 474.95 g/mol.

***

[3]
Below is 13 unconnected molecules or ions with the total composition C13H40BNO20 at a distorted geometry, with properties calculated with ωB97M-V/def2-TZVPD.

The geometry in ORCA input format:
```
! wB97M-V def2-TZVPD RIJCOSX def2/J DEFGRID3
* xyz -2 1
C 2.131 -18.146 -1.761
C 2.594 -19.168 -0.643
C 3.857 -19.801 -1.239
C 5.065 -18.884 -1.390
C 5.441 -18.224 0.005
C 4.249 -17.532 0.783
N 2.996 -18.308 0.559
O 1.988 -18.013 1.493
C 4.153 -16.082 0.217
C 4.731 -17.486 2.268
C 1.586 -20.263 -0.488
H 2.033 -18.603 -2.746
H 2.789 -17.277 -1.780
H 1.227 -17.761 -1.289
H 3.655 -20.350 -2.159
H 4.150 -20.576 -0.530
H 4.895 -18.158 -2.185
H 5.914 -19.489 -1.708
H 6.105 -17.440 -0.359
H 6.047 -18.891 0.617
H 4.240 -16.058 -0.869
H 4.889 -15.382 0.613
H 3.183 -15.641 0.448
H 5.800 -17.329 2.408
H 4.586 -18.496 2.652
H 4.218 -16.709 2.834
H 0.582 -19.890 -0.287
H 1.875 -21.034 0.226
H 1.449 -20.793 -1.431
O 9.750 -22.203 -1.145
C 9.008 -21.917 -0.215
O 9.337 -21.556 1.029
B 8.139 -21.031 1.751
O 7.014 -21.350 0.883
C 7.469 -21.850 -0.305
O 6.778 -22.196 -1.263
O 8.011 -21.607 3.113
C 7.880 -20.718 4.040
O 7.809 -20.860 5.275
C 7.945 -19.366 3.267
O 8.206 -19.578 2.019
O 7.723 -18.255 3.825
O 5.083 -23.519 1.748
H 5.505 -22.686 1.537
H 5.505 -24.155 1.170
O 8.258 -20.366 -3.381
H 8.998 -20.045 -2.866
H 8.304 -21.319 -3.299
O 3.435 -22.989 -1.664
H 4.189 -22.421 -1.506
H 3.090 -22.699 -2.508
O 9.559 -18.363 6.333
H 8.790 -17.903 6.670
H 9.218 -19.197 6.010
O 5.527 -23.011 5.750
H 5.596 -22.497 6.554
H 6.370 -22.887 5.313
O 9.717 -24.502 1.937
H 10.183 -24.484 1.101
H 9.895 -23.648 2.330
O 9.958 -17.094 1.144
H 9.085 -17.411 1.376
H 10.281 -16.676 1.943
O 5.845 -17.583 5.498
H 6.307 -17.945 4.742
H 6.502 -17.057 5.952
O 8.276 -25.233 -1.623
H 9.167 -24.917 -1.779
H 7.713 -24.528 -1.942
O 11.060 -24.789 -3.259
H 11.144 -24.373 -2.401
H 10.645 -24.124 -3.809
O 8.348 -20.482 7.978
H 7.920 -20.497 7.122
H 7.711 -20.880 8.572
*
```

The value obtained for the HOMO-LUMO gap is 2.55 eV. The calculation puts the max |F| at 5.184 eV Å⁻¹. The molecular weight comes out at 541.26 g/mol.

***

[4]
Below is a molecular structure, C4H9NS at a distorted geometry, with properties calculated with ωB97M-V/def2-TZVPD.

The geometry in ORCA input format:
```
! wB97M-V def2-TZVPD RIJCOSX def2/J DEFGRID3
* xyz 0 1
C 0.685 1.850 -0.430
C 1.038 0.792 0.549
C 0.676 -0.624 0.142
C 1.928 -1.322 -0.099
H 1.104 1.684 -1.459
H 1.077 2.760 0.250
H -0.556 2.249 -0.379
H 0.675 0.921 1.697
H 2.370 0.925 0.496
H 2.596 -0.640 -0.609
H 1.620 -2.175 -0.895
H 2.117 -1.616 0.846
H -3.074 -1.052 0.236
N -0.521 -0.980 -0.262
S -1.890 -0.023 0.042
*
```

The value obtained for the HOMO-LUMO gap is 9.23 eV. The calculation puts the max |F| at 7.003 eV Å⁻¹. The molecular weight comes out at 103.19 g/mol.

***

[5]
Below is a single C2H8NO2P molecule at a distorted geometry, with properties calculated with ωB97M-V/def2-TZVPD.

The geometry in ORCA input format:
```
! wB97M-V def2-TZVPD RIJCOSX def2/J DEFGRID3
* xyz 0 1
C 1.372 1.077 0.311
P -0.258 1.306 -0.544
O -0.164 2.223 -1.692
O -1.341 1.748 0.541
C -0.671 -0.445 -1.030
N -1.008 -1.165 0.280
H 1.452 1.761 1.123
H 1.492 0.044 0.495
H 2.105 1.421 -0.401
H -1.147 1.282 1.397
H -1.353 -0.336 -1.808
H 0.167 -0.809 -1.663
H -0.253 -1.618 0.756
H -1.797 -1.698 0.022
*
```

The value obtained for the HOMO-LUMO gap is 10.10 eV. The calculation puts the max |F| at 3.694 eV Å⁻¹. As for the SMILES: C[P@](=O)(O)CN. The molecular weight comes out at 109.06 g/mol.

***

[6]
Below is a single C5H12N2O molecule at a distorted geometry, with properties calculated with ωB97M-V/def2-TZVPD.

The geometry in ORCA input format:
```
! wB97M-V def2-TZVPD RIJCOSX def2/J DEFGRID3
* xyz 0 1
C 1.980 -0.526 0.788
C 0.487 -0.487 1.010
C -0.072 -1.897 0.701
C -0.266 0.756 0.458
N -1.547 0.756 1.120
C -0.379 0.658 -1.027
N 0.749 0.859 -1.794
O -1.372 0.301 -1.523
H 2.672 0.263 1.096
H 2.253 -0.884 -0.232
H 2.350 -1.384 1.332
H 0.412 -0.401 2.189
H -0.106 -2.115 -0.303
H 0.506 -2.571 1.135
H -1.002 -2.108 1.185
H 0.369 1.723 0.705
H -2.335 0.571 0.489
H -1.386 0.184 1.933
H 1.468 1.441 -1.393
H 0.860 0.548 -2.805
*
```

The value obtained for the HOMO-LUMO gap is 9.91 eV. The calculation puts the max |F| at 4.929 eV Å⁻¹. As for the SMILES: CC(C)[C@H](N)C(N)=O. The molecular weight comes out at 116.16 g/mol.

***

[7]
Below is 3 unconnected molecules or ions with the total composition C3H10O3, with properties calculated with ωB97M-V/def2-TZVPD.

The geometry in ORCA input format:
```
! wB97M-V def2-TZVPD RIJCOSX def2/J DEFGRID3
* xyz -1 2
C 1.285 0.186 -0.797
O 1.823 -0.278 0.428
C 0.587 -0.919 -1.531
C -0.437 -0.766 -2.357
H 0.605 1.029 -0.628
H 2.118 0.567 -1.387
H 1.225 -0.020 1.148
H 1.019 -1.901 -1.347
H -0.865 -1.632 -2.835
H -0.898 0.201 -2.526
H -2.612 1.605 0.718
H -2.225 0.237 0.143
O -2.416 0.686 0.995
H -0.241 0.330 3.258
H -0.876 0.644 1.878
O -0.018 0.621 2.369
*
```

The value obtained for the HOMO-LUMO gap (alpha / beta) is 3.30 / 10.31 eV. As for the expectation value of S²: 0.7504. The calculation puts the max |F| at 0.341 eV Å⁻¹. The molecular weight comes out at 94.11 g/mol.

***

[8]
Below is a single C3H3NO2S2 molecule at a distorted geometry, with properties calculated with ωB97M-V/def2-TZVPD.

The geometry in ORCA input format:
```
! wB97M-V def2-TZVPD RIJCOSX def2/J DEFGRID3
* xyz 0 1
O 1.689 -1.212 0.732
C 0.924 -0.286 0.777
C 1.285 0.924 1.651
S 0.483 2.325 1.752
N -0.300 -0.144 0.128
O -0.577 -1.110 -0.796
C -1.436 -0.824 -1.773
S -2.072 0.636 -2.142
H 2.351 0.775 2.089
H -0.717 0.740 -0.115
H -1.630 -1.823 -2.303
*
```

The value obtained for the HOMO-LUMO gap is 8.08 eV. The calculation puts the max |F| at 2.044 eV Å⁻¹. As for the SMILES: O=C(C=S)NOC=S. The molecular weight comes out at 149.20 g/mol.

***

Q: Number 5 is which compound?
A: C2H8NO2P